(1)
The following is a quantum chemistry calculation of an isolated molecule of C5H8O2, from the OMol25 dataset.

## Properties
- SMILES: C=CCOCC=O
- Gap between HOMO and LUMO: 10.0 eV
- E_HOMO: -9.44 eV
- Energy above the lowest of the compared OMol25 structures with the same formula, charge and spin: 2.480 eV
- Spin multiplicity: 1

Geometry as XYZ:
```
15
Properties=species:S:1:pos:R:3:mulliken_charge:R:1
C 1.391 1.712 -0.417 -0.72
C 1.136 0.521 -0.948 -0.08
C -0.252 -0.047 -1.122 -0.59
O -1.219 0.466 -0.214 -0.39
C -1.387 -0.338 0.943 -0.25
C -0.378 -1.499 1.112 -0.08
O 0.816 -1.355 1.165 -0.41
H 0.601 2.321 0.023 0.24
H 2.397 2.124 -0.446 0.28
H 1.951 -0.110 -1.314 0.31
H -0.262 -1.121 -1.075 0.46
H -0.570 0.172 -2.143 0.35
H -2.414 -0.738 0.950 0.27
H -1.238 0.271 1.843 0.29
H -0.810 -2.526 1.111 0.33
```

---

(2)
The following is a quantum chemistry calculation of a cluster of 2 separate species, C6H10N2 in total at a distorted geometry, from the OMol25 dataset.

## Properties
- Gap between HOMO and LUMO (alpha / beta): 7.7 / 8.1 eV
- E_HOMO (alpha / beta): -7.49 / -8.38 eV
- Energy above the lowest of the compared OMol25 structures with the same formula, charge and spin: 4.754 eV
- Spin multiplicity: 1

Geometry as XYZ:
```
18
Properties=species:S:1:pos:R:3:mulliken_charge:R:1
C -2.618 -0.002 0.138 -0.12
C -1.403 1.881 -0.548 -1.28
C -1.322 0.722 0.127 0.63
C 1.185 0.716 0.696 -1.34
C 0.057 -1.433 -1.395 -0.88
C -0.195 0.005 0.712 0.76
N -3.627 -0.530 0.322 -0.49
N -0.434 -0.859 1.724 -0.52
H -0.492 2.472 -0.475 0.26
H -2.210 2.244 -1.061 0.42
H 1.879 0.003 1.103 0.33
H 1.231 1.504 1.343 0.43
H 1.287 1.209 -0.345 0.35
H 0.894 -0.775 -1.619 0.31
H 0.457 -2.368 -0.820 0.20
H -0.926 -1.483 -1.832 0.39
H -0.254 -1.857 1.691 0.26
H -1.405 -0.831 2.017 0.28
```

---

(3)
The following is a quantum chemistry calculation of a structure of composition C18H38BeF5N4O10S4 at a distorted geometry, from the OMol25 dataset.

## Properties
- Expectation value of S²: 0.75
- Total charge: -2
- Gap between HOMO and LUMO (alpha / beta): 5.4 / 8.2 eV
- E_HOMO (alpha / beta): -1.18 / -4.00 eV
- Energy above the lowest of the compared OMol25 structures with the same formula, charge and spin: 0.652 eV
- Spin multiplicity: 2

Geometry as XYZ:
```
80
Properties=species:S:1:pos:R:3:mulliken_spin:R:1
Be 0.646 -0.880 0.706 0.61
F 1.835 0.384 2.465 0.02
N 0.798 -3.177 -0.167 0.05
S -0.086 -4.616 -0.574 0.04
O 0.173 -5.902 0.012 0.02
O -0.489 -4.547 -2.003 0.01
F -1.484 -4.294 0.231 0.00
S 2.131 -3.922 -0.536 -0.01
O 2.480 -4.095 -1.944 0.02
O 2.745 -4.777 0.467 0.01
F 3.019 -2.601 -0.408 0.00
N -2.390 -1.540 -3.278 0.00
S -2.239 -0.494 -1.922 0.06
O -2.858 0.872 -1.805 0.00
O -0.921 -0.595 -1.330 0.06
F -3.250 -1.281 -0.950 0.00
S -3.374 -0.681 -3.988 0.00
O -2.751 0.267 -4.843 0.00
O -4.757 -0.489 -3.527 0.00
F -3.569 -1.806 -5.063 0.00
C -3.854 -0.022 2.873 0.00
C -2.314 0.292 2.704 -0.01
C -1.842 1.026 3.944 0.01
C -1.600 0.326 5.153 0.00
C -0.689 -0.909 4.867 0.01
C -1.082 -1.864 3.714 -0.08
N -1.501 -0.960 2.551 0.08
O -1.797 -1.780 1.486 0.01
C 0.210 -2.535 3.365 0.11
C -2.226 -2.775 4.171 0.00
C -2.060 1.147 1.478 0.06
H -4.219 -0.433 1.932 0.00
H -4.507 0.818 3.110 0.00
H -4.218 -0.781 3.565 0.00
H -0.905 1.564 3.797 0.00
H -2.585 1.764 4.248 0.00
H -2.530 0.052 5.652 0.00
H -1.115 0.959 5.896 0.00
H -0.702 -1.446 5.815 0.00
H 0.321 -0.521 4.738 0.00
H 0.079 -3.168 2.487 0.00
H 0.991 -1.838 3.062 0.00
H 0.661 -3.119 4.168 -0.01
H -3.110 -2.286 4.578 0.00
H -2.576 -3.471 3.408 0.00
H -1.829 -3.345 5.011 0.00
H -2.266 0.566 0.579 -0.04
H -1.026 1.429 1.279 0.03
H -2.682 2.041 1.433 0.00
H -2.606 -2.207 1.779 -0.01
C 3.397 -0.326 -2.829 0.02
C 3.000 1.186 -2.735 0.00
C 2.610 1.587 -4.236 0.00
C 1.969 2.972 -4.368 0.00
C 0.932 3.207 -3.328 0.00
C 1.271 2.858 -1.848 -0.02
N 1.842 1.440 -1.818 -0.05
O 2.091 0.987 -0.481 -0.05
C 2.088 3.962 -1.278 0.00
C 0.027 2.820 -0.964 0.07
C 4.366 1.879 -2.435 0.00
H 3.914 -0.707 -1.949 0.00
H 2.601 -0.948 -3.239 0.00
H 4.265 -0.250 -3.484 0.00
H 3.454 1.523 -4.922 0.00
H 1.834 0.874 -4.516 0.00
H 2.764 3.697 -4.192 0.00
H 1.656 3.065 -5.408 0.00
H 0.230 2.457 -3.693 0.00
H 0.356 4.117 -3.490 0.00
H 2.765 4.239 -2.086 0.00
H 2.769 3.647 -0.487 0.00
H 1.464 4.806 -0.981 0.00
H 0.347 2.887 0.076 0.00
H -0.589 1.967 -1.249 -0.02
H -0.544 3.728 -1.161 0.00
H 5.118 1.633 -3.185 0.00
H 4.407 2.965 -2.519 0.00
H 4.729 1.808 -1.410 0.00
H 2.785 1.572 -0.169 0.00
```